Record 1
Here is C18H16AsF5O8P2PdSTe as an isolated structure in a non-equilibrium geometry from the OMol25 dataset. Energies are from wB97M-V/def2-TZVPD.

Output
gap between HOMO and LUMO (spin up / spin down): 7.0322 / 4.3621 eV
total charge: -2
maximum force: 7.294 eV/A
LUMO level (spin up / spin down): 0.1383 / 0.0543 hartree
2S+1: 3

Geometry (Å):
Pd  0.358  -0.044  -0.648
S  2.991  0.391  -1.132
C  3.241  1.987  -0.518
C  4.490  2.594  -0.772
C  4.771  3.861  -0.314
C  3.829  4.563  0.434
C  2.596  3.982  0.689
C  2.282  2.711  0.224
As  0.439  2.007  0.471
C  -0.458  3.625  -0.139
C  -0.958  4.581  0.737
C  -1.550  5.735  0.243
C  -1.646  5.937  -1.125
C  -1.148  4.982  -2.002
C  -0.554  3.829  -1.513
C  0.260  2.083  2.392
C  -1.004  2.053  2.972
C  -1.133  1.966  4.348
C  -0.008  1.917  5.154
C  1.254  1.965  4.581
C  1.389  2.032  3.205
H  5.213  2.035  -1.351
H  5.728  4.314  -0.541
H  4.050  5.559  0.794
H  1.849  4.517  1.265
H  -0.882  4.416  1.805
H  -1.944  6.477  0.927
H  -2.123  6.831  -1.510
H  -1.231  5.135  -3.070
H  -0.175  3.066  -2.185
H  -1.887  2.043  2.346
H  -2.123  1.905  4.778
H  -0.113  1.819  6.228
H  2.139  1.924  5.205
H  2.372  2.022  2.748
O  -3.708  -0.724  0.192
P  -2.650  -0.082  1.202
O  -3.252  0.221  2.513
O  -1.939  1.051  0.489
O  -1.561  -1.317  1.273
P  -0.141  -1.383  2.034
O  0.282  -2.880  1.776
O  -0.309  -1.062  3.455
O  0.867  -0.472  1.268
H  -3.735  -1.705  0.214
H  0.353  -2.994  0.796
F  -0.329  -1.763  -3.381
Te  -1.217  -2.049  -1.601
F  -0.788  -3.874  -2.190
F  -2.320  -3.325  -0.412
F  -2.835  -2.621  -2.869
F  -0.102  0.743  -2.362
O  0.506  -2.141  -0.879

Listed below, in e, are the Mulliken charges computed for each atom: 0.510 -0.141 0.299 -0.532 -0.509 -0.772 0.121 -0.451 2.480 0.505 -0.014 -0.752 -0.392 -0.632 -0.681 0.515 -0.553 -1.121 -0.513 -0.706 -0.587 0.401 0.358 0.391 0.421 0.344 0.388 0.354 0.388 0.345 1.020 0.395 0.348 0.353 0.402 -0.549 0.459 -0.787 -0.564 0.220 0.625 -0.662 -0.699 -0.419 0.356 0.395 -0.505 1.521 -0.465 -0.584 -0.601 -0.767 -0.959



Record 2
Here is a 2-piece molecular cluster, C5H2 overall in a non-equilibrium geometry from the OMol25 dataset. Energies are from wB97M-V/def2-TZVPD.

Output
gap between HOMO and LUMO (spin up / spin down): 7.2524 / 6.9601 eV
total charge: 0
maximum force: 5.576 eV/A
LUMO level (spin up / spin down): -0.0813 / -0.0839 hartree

Geometry (Å):
C  -2.830  -0.176  -0.402
C  -1.653  -0.132  0.095
C  1.745  0.998  -0.310
C  0.803  0.286  -0.032
C  -0.386  -0.316  0.163
H  2.595  1.324  -0.651
H  -0.273  -1.985  1.136

Listed below, in e, are the Mulliken charges computed for each atom: -0.428 0.278 -0.043 -0.007 -0.448 0.516 0.133



Record 3
Here is one molecule with the formula C3H7N3S2 in a non-equilibrium geometry from the OMol25 dataset. Energies are from wB97M-V/def2-TZVPD.

Output
gap between HOMO and LUMO (spin up / spin down): 7.6186 / 6.6287 eV
total charge: 0
maximum force: 3.086 eV/A
LUMO level (spin up / spin down): -0.0188 / -0.0366 hartree

Geometry (Å):
C  -0.747  0.923  0.037
C  0.299  0.468  1.112
C  -0.468  0.507  -1.368
N  0.789  -1.532  -0.922
N  0.124  -0.991  1.244
N  0.577  -1.868  0.252
S  0.508  -3.505  0.703
S  0.306  1.412  -2.629
H  -1.627  0.308  0.389
H  -1.018  2.036  0.082
H  1.429  0.537  0.793
H  0.201  0.992  2.108
H  -1.246  -0.154  -1.909
H  -0.179  -1.413  2.055
H  1.052  2.279  -1.947

Listed below, in e, are the Mulliken charges computed for each atom: -0.467 -0.499 -0.192 -0.587 -0.190 0.581 -0.353 -0.139 0.271 0.369 0.267 0.366 0.257 0.187 0.128



Record 4
Here is C3H3LiNaO3 as an isolated structure in a non-equilibrium geometry from the OMol25 dataset. Energies are from wB97M-V/def2-TZVPD.

Output
gap between HOMO and LUMO (spin up / spin down): 10.4283 / 9.2233 eV
total charge: +2
maximum force: 2.234 eV/A
LUMO level (spin up / spin down): -0.2976 / -0.3514 hartree
2S+1: 2

Geometry (Å):
C  -0.607  1.202  -0.579
C  -1.857  1.253  -0.742
H  -1.460  2.376  -0.910
H  0.353  1.736  -0.673
H  -2.775  0.677  -0.648
C  1.179  -1.023  0.584
O  0.267  -0.855  -0.298
O  2.264  -1.607  0.204
Na  -0.617  -2.402  -2.082
O  1.175  -0.640  1.761
Li  2.077  -0.717  3.382

Listed below, in e, are the Mulliken charges computed for each atom: -0.117 -0.128 0.336 0.400 0.379 0.817 -0.682 -0.262 0.962 -0.654 0.950



Record 5
Here is one molecule with the formula C3H7N3O in a non-equilibrium geometry from the OMol25 dataset. Energies are from wB97M-V/def2-TZVPD.

Output
gap between HOMO and LUMO: 9.9417 eV
total charge: 0
maximum force: 1.433 eV/A
LUMO level: 0.0357 hartree

Geometry (Å):
C  -0.452  0.113  2.058
N  0.320  -0.273  0.959
C  0.121  0.049  -0.311
O  -0.993  0.764  -0.826
N  1.059  0.831  -1.095
C  -0.080  0.358  -1.917
N  0.044  -1.014  -1.453
H  -1.297  0.751  1.802
H  0.251  0.606  2.725
H  -0.735  -0.833  2.515
H  1.115  -0.836  1.177
H  1.856  0.206  -1.248
H  -0.311  0.708  -2.909
H  -0.896  -1.430  -1.478

Listed below, in e, are the Mulliken charges computed for each atom: -0.795 -0.238 0.673 -0.553 -0.603 0.189 -0.709 0.297 0.265 0.282 0.204 0.258 0.463 0.266



Record 6
Here is a 2-piece molecular cluster, C4H12 overall in a non-equilibrium geometry from the OMol25 dataset. Energies are from wB97M-V/def2-TZVPD.

Output
gap between HOMO and LUMO: 12.1631 eV
total charge: 0
maximum force: 5.299 eV/A
SMILES string: CC.CC
LUMO level: 0.0405 hartree

Geometry (Å):
C  -2.681  1.158  0.166
C  -1.211  0.508  -0.066
H  -2.977  1.890  -0.595
H  -3.419  0.349  0.270
H  -2.609  1.649  1.156
H  -1.220  -0.237  -0.941
H  -0.384  1.304  -0.154
H  -1.055  -0.336  0.728
C  1.945  -0.386  -0.733
C  1.949  -1.244  0.594
H  2.331  -0.959  -1.492
H  0.829  -0.195  -0.973
H  2.331  0.601  -0.428
H  1.844  -0.614  1.389
H  2.992  -1.518  0.741
H  1.323  -2.149  0.531

Listed below, in e, are the Mulliken charges computed for each atom: -1.003 -0.681 0.314 0.303 0.276 0.281 0.273 0.239 -0.528 -1.026 0.385 -0.079 0.258 0.356 0.358 0.274